1.
A molecular structure, C3H5ClN2S at a distorted geometry. Source: the Open Molecules 2025 dataset; level of theory: ωB97M-V/def2-TZVPD.

Geometry as XYZ:
```
12
Properties=species:S:1:pos:R:3:mulliken_charge:R:1
H -0.44962 0.48271 1.43207 0.432
H -0.67373 1.62510 -1.26735 0.325
H 0.13273 2.25425 0.12447 0.410
S 1.58576 0.74135 -0.87361 -0.104
Cl -1.23038 -1.70545 0.99932 -0.115
C 1.27357 -0.81467 -0.49321 0.301
N 1.78448 -1.87915 -0.30918 -0.334
C -0.08916 1.33496 -0.37085 -0.587
H 1.76973 -2.82234 0.05967 0.267
H -1.90902 0.97165 0.41550 0.400
N -1.20081 -0.68508 -0.15678 -0.372
C -0.99355 0.49666 0.43995 -0.623
```

LUMO (alpha / beta)	0.116 / -0.130	eV
spin multiplicity	1
max |F|	6.9	eV/Å
relative energy (zero: lowest compared OMol25 entry of this formula, charge and spin)	473.5	kJ/mol
E_tot	-1084.99877	Eh

---

2.
A molecular structure, C3H5ClO at a distorted geometry. Source: the Open Molecules 2025 dataset; level of theory: ωB97M-V/def2-TZVPD.

Geometry as XYZ:
```
10
Properties=species:S:1:pos:R:3:mulliken_charge:R:1
O -0.11691 -1.22875 1.38943 -0.441
Cl -1.38629 1.09789 1.22482 -0.191
H 0.37777 1.77713 -0.34044 0.285
H -1.03308 -0.24408 -1.56705 0.195
C 0.71102 0.75618 -0.70841 -0.799
C -0.44756 -0.25674 0.60167 0.270
H 0.35412 -1.29065 -1.17415 0.217
C -0.19482 -0.38639 -0.88744 -0.128
H -0.05602 -0.84045 2.36102 0.362
H 1.79177 0.61587 -0.89945 0.229
```

LUMO	0.621	eV
spin multiplicity	1
max |F|	5.3	eV/Å
relative energy (zero: lowest compared OMol25 entry of this formula, charge and spin)	298.3	kJ/mol
E_tot	-652.61967	Eh

---

3.
C3H5ClO in the gas phase at a distorted geometry. Source: the Open Molecules 2025 dataset; level of theory: ωB97M-V/def2-TZVPD.

Geometry as XYZ:
```
10
Properties=species:S:1:pos:R:3:mulliken_charge:R:1
H -1.52856 -0.03606 -1.22619 0.300
H -0.14022 1.28324 1.49333 0.225
H -0.39159 1.44278 -0.97715 0.238
C -0.77563 0.48876 -0.58316 -0.620
C 0.64858 -0.22718 0.05195 0.484
H 0.68404 -1.97680 -1.03636 0.360
Cl 2.21487 0.55246 -0.08034 -0.199
H -0.97814 -0.30831 1.51133 0.273
O 0.72311 -1.59722 -0.05050 -0.534
C -0.45647 0.37833 0.89710 -0.527
```

LUMO	0.759	eV
SMILES string	OC1(Cl)CC1
spin multiplicity	1
max |F|	3.8	eV/Å
relative energy (zero: lowest compared OMol25 entry of this formula, charge and spin)	172.2	kJ/mol
E_tot	-652.66770	Eh

---

4.
A molecular structure, C3H5ClOS at a distorted geometry. Source: the Open Molecules 2025 dataset; level of theory: ωB97M-V/def2-TZVPD.

Geometry as XYZ:
```
11
Properties=species:S:1:pos:R:3:mulliken_charge:R:1
C 1.00236 -1.06317 0.06580 -0.360
Cl -2.27314 -1.14530 -0.14471 -0.210
H 0.50055 -1.91796 0.13523 0.375
H 1.93708 1.22366 1.00061 0.283
C -1.23874 0.34716 -0.42705 -0.522
C 0.02570 0.23741 0.27747 0.271
H -1.77302 1.19180 -0.06506 0.352
O 0.67437 1.38233 -0.25385 -0.556
H -0.28447 0.02897 1.41325 0.207
H -1.13482 0.77815 -1.70197 0.289
S 2.56412 -1.06304 -0.29971 -0.129
```

LUMO	-1.909	eV
spin multiplicity	1
max |F|	6.0	eV/Å
relative energy (zero: lowest compared OMol25 entry of this formula, charge and spin)	644.0	kJ/mol
E_tot	-1050.68030	Eh

---

5.
A molecular structure, C3H5ClOS at a distorted geometry. Source: the Open Molecules 2025 dataset; level of theory: ωB97M-V/def2-TZVPD.

Geometry as XYZ:
```
11
Properties=species:S:1:pos:R:3:mulliken_charge:R:1
Cl -2.05878 -0.60344 -3.10676 -0.194
H 1.94699 -0.35585 1.60563 0.307
C 1.35553 -0.19767 0.75015 -0.926
O 0.42049 -1.99925 -2.68067 -0.357
H -1.87187 0.03948 -0.25044 0.513
H -0.54138 -0.73442 1.77177 0.288
H -0.19775 0.68971 -0.89507 0.422
S -0.78092 -1.79554 -1.95208 0.538
C -0.03148 -0.35680 0.84148 0.277
C -0.80975 -0.06159 -0.35318 -1.167
H 1.72805 0.01561 -0.19059 0.299
```

LUMO (alpha / beta)	0.018 / -2.347	eV
spin multiplicity	3
max |F|	6.1	eV/Å
relative energy (zero: lowest compared OMol25 entry of this formula, charge and spin)	0.0	kJ/mol
E_tot	-1050.76114	Eh

---

6.
C3H5ClS in the gas phase at a distorted geometry. Source: the Open Molecules 2025 dataset; level of theory: ωB97M-V/def2-TZVPD.

Geometry as XYZ:
```
10
Properties=species:S:1:pos:R:3:mulliken_charge:R:1
Cl -1.64234 -1.46750 0.05090 -0.174
H 0.94068 0.87909 0.89980 0.296
C -0.49007 -0.20874 -0.08689 0.364
C 0.81543 -0.30691 -0.86381 -0.606
H -2.26079 1.29389 1.00846 0.154
C 0.87861 -0.09060 0.57636 -0.550
S -1.37228 1.57390 -0.05718 -0.263
H 0.81916 -0.87776 1.22651 0.322
H 1.08341 -1.27868 -1.21830 0.262
H 1.22819 0.48330 -1.53587 0.197
```

LUMO	0.792	eV
SMILES string	SC1(Cl)CC1
spin multiplicity	1
max |F|	4.2	eV/Å
relative energy (zero: lowest compared OMol25 entry of this formula, charge and spin)	129.5	kJ/mol
E_tot	-975.60740	Eh

---

7.
C3H5ClS2 in the gas phase at a distorted geometry. Source: the Open Molecules 2025 dataset; level of theory: ωB97M-V/def2-TZVPD.

Geometry as XYZ:
```
11
Properties=species:S:1:pos:R:3:mulliken_charge:R:1
C -0.09523 -0.19584 0.61567 -1.023
H -0.38365 0.67282 1.22595 0.402
S 2.08388 1.41382 -0.08748 -0.135
C 1.40031 -0.17042 0.18014 0.306
H -0.81856 0.46388 -1.34942 0.324
C -1.03966 -0.28570 -0.59176 -0.289
H 0.87731 1.98781 -0.10739 0.144
Cl -2.84321 -0.04021 0.01146 -0.228
S 2.21316 -1.52207 -0.07835 -0.218
H -0.96379 -1.28996 -1.06505 0.328
H -0.43057 -1.03413 1.24624 0.389
```

LUMO	-0.545	eV
SMILES string	S=C(S)CCCl
spin multiplicity	1
max |F|	2.2	eV/Å
relative energy (zero: lowest compared OMol25 entry of this formula, charge and spin)	33.8	kJ/mol
E_tot	-1373.84774	Eh

---

8.
A molecular structure, C3H5CuLiO3 at a distorted geometry. Source: the Open Molecules 2025 dataset; level of theory: ωB97M-V/def2-TZVPD.

Geometry as XYZ:
```
13
Properties=species:S:1:pos:R:3:mulliken_charge:R:1
O 0.96359 1.54907 2.05896 -0.432
H 2.99638 2.17026 1.58681 0.278
H 1.19169 2.97857 3.52825 0.188
C 2.00810 2.63594 1.67273 -0.216
H 1.68635 3.07636 0.72284 0.332
H 1.68968 4.58815 2.54398 0.263
O 0.04222 -0.39647 1.75040 -0.885
Cu 1.37592 -2.41782 -0.13824 0.875
Li -0.92761 0.94729 2.73853 0.890
C 1.95444 3.56480 2.83875 -0.856
O 1.77100 0.11363 0.47533 -0.663
H 2.92183 3.56533 3.35754 0.305
C 0.98505 0.38034 1.38917 0.921
```

total charge	+1
LUMO	-5.574	eV
spin multiplicity	1
max |F|	2.7	eV/Å
relative energy (zero: lowest compared OMol25 entry of this formula, charge and spin)	27.9	kJ/mol
E_tot	-1990.81303	Eh

---

9.
A molecular structure, C3H5CuLiO4 at a distorted geometry. Source: the Open Molecules 2025 dataset; level of theory: ωB97M-V/def2-TZVPD.

Geometry as XYZ:
```
14
Properties=species:S:1:pos:R:3:mulliken_charge:R:1
H -1.52746 -1.44269 -1.00420 0.296
H -2.11310 0.20653 -1.24882 0.293
Cu 3.42438 -0.80297 0.36174 0.738
C -2.09017 -0.62592 -0.53165 -1.026
C 0.66779 0.28668 -0.28543 1.043
O 0.79426 1.50771 -0.05732 -0.791
O 4.23107 0.76667 0.36778 -0.884
O -0.00246 -0.39540 0.67771 -0.348
H -1.74403 -0.77572 1.60251 0.279
H -3.11832 -0.95381 -0.32815 0.348
C -1.41313 -0.17277 0.74758 -0.243
O 1.57633 -0.36207 -0.86740 -0.821
Li 2.91109 1.87216 -0.37500 0.856
H -1.59624 0.89160 0.94065 0.259
```

LUMO (alpha / beta)	-0.611 / -1.298	eV
spin multiplicity	2
max |F|	5.3	eV/Å
relative energy (zero: lowest compared OMol25 entry of this formula, charge and spin)	77.0	kJ/mol
E_tot	-2066.24074	Eh

---

10.
A molecular structure, C3H5CuO3 at a distorted geometry. Source: the Open Molecules 2025 dataset; level of theory: ωB97M-V/def2-TZVPD.

Geometry as XYZ:
```
12
Properties=species:S:1:pos:R:3:mulliken_charge:R:1
H -2.32273 0.29295 -0.44534 0.300
C -0.42472 1.21861 0.16729 -0.219
O 1.30888 -1.45491 -0.13312 -0.668
H 0.00716 1.93413 -0.53904 0.268
H 2.07659 -2.24325 0.15212 0.466
O -0.93025 -1.02175 0.31313 -0.301
O 0.64132 0.47198 0.79897 -0.410
Cu 2.49613 -0.08103 -0.06903 0.704
C 0.30124 -0.92824 0.83593 0.682
H -0.93182 -0.06185 -1.53359 0.246
H -0.97878 1.74888 0.94999 0.249
C -1.24302 0.12448 -0.49733 -0.317
```

total charge	+1
LUMO (alpha / beta)	-5.275 / -5.936	eV
spin multiplicity	2
max |F|	5.6	eV/Å
relative energy (zero: lowest compared OMol25 entry of this formula, charge and spin)	240.7	kJ/mol
E_tot	-1983.09359	Eh